Entry 1:
A structure of composition C2H3FOSm, computed with ωB97M-V/def2-TZVPD.

Summary:
Highest occupied orbital energy (alpha / beta)   -9.879 / -12.010 eV
Total charge   +1
Spin multiplicity   8
Kohn-Sham gap (alpha / beta)   4.43 / 6.45 eV

```
8
C2H3FOSm ωB97M-V/def2-TZVPD
H -0.80 1.09 0.42
C 0.74 0.41 -0.43
C 0.39 -0.25 0.75
O -0.95 -0.08 0.76
H 1.79 0.54 -0.69
F 0.05 -0.19 -1.48
H 0.94 -0.02 1.66
Sm -2.17 -1.50 -0.99
```

Entry 2:
An isolated molecule of C5H10O2, computed with ωB97M-V/def2-TZVPD.

Summary:
Highest occupied orbital energy   -9.821 eV
SMILES   C[C@H]1OCC[C@H]1O
Kohn-Sham gap   10.69 eV

```
17
C5H10O2 ωB97M-V/def2-TZVPD
C -1.42 -0.99 -0.85
C -0.75 -0.54 0.45
O 0.43 -1.30 0.69
C 1.53 -0.54 0.21
C 1.20 0.88 0.64
C -0.32 0.96 0.45
O -0.71 1.68 -0.70
H -1.69 -2.04 -0.78
H -0.74 -0.88 -1.71
H -2.32 -0.39 -1.04
H -1.42 -0.75 1.29
H 1.61 -0.63 -0.89
H 2.44 -0.95 0.67
H 1.46 1.00 1.70
H 1.72 1.66 0.07
H -0.80 1.49 1.27
H -0.23 1.33 -1.46
```

Entry 3:
An isolated molecule of C7H5F3N2O, computed with ωB97M-V/def2-TZVPD.

Summary:
Highest occupied orbital energy   -9.831 eV
SMILES   O=C(Nc1ccccn1)C(F)(F)F
Kohn-Sham gap   9.27 eV

```
18
C7H5F3N2O ωB97M-V/def2-TZVPD
O 0.98 -0.84 -2.13
C 1.01 0.43 -1.61
N 0.21 0.86 -0.67
C -0.14 0.02 0.32
C -0.20 -1.33 0.39
C -0.81 -1.90 1.56
C -1.55 -1.12 2.54
C -1.53 0.18 2.25
N -0.88 0.69 1.21
C 1.59 1.40 -2.59
F 1.88 0.75 -3.79
F 0.78 2.63 -2.87
F 2.90 1.71 -2.13
H 0.11 1.81 -0.55
H 0.50 -1.78 -0.32
H -0.76 -3.01 1.96
H -1.96 -1.44 3.59
H -2.12 0.93 2.84
```

Entry 4:
The ion C5H10N4O2 with charge +2, computed with ωB97M-V/def2-TZVPD.

Summary:
Highest occupied orbital energy   -17.784 eV
SMILES   [NH2+]=C(NCCO)c1c[nH+]on1
Total charge   +2
Kohn-Sham gap   8.39 eV

```
21
C5H10N4O2 ωB97M-V/def2-TZVPD
N 0.62 -2.01 0.20
C 0.57 -0.71 0.18
N -0.32 0.17 0.26
C -1.68 0.00 0.23
C -2.27 1.42 0.22
O -1.26 2.18 -0.35
C 2.29 -0.01 0.00
C 3.45 -0.59 -0.57
N 4.46 0.25 -0.32
O 3.94 1.32 0.27
N 2.71 1.09 0.60
H 1.48 -2.56 0.37
H -0.17 -2.64 0.21
H -0.19 1.24 0.04
H -1.95 -0.51 1.24
H -2.00 -0.68 -0.62
H -2.52 1.62 1.28
H -3.31 1.57 -0.15
H -1.31 3.13 -0.30
H 3.59 -1.57 -1.12
H 5.22 0.30 -0.89
```

Max |F| per entry: 0.1036, 0.0083, 0.1801, 0.1147 hartree/bohr